24
Properties=species:S:1:pos:R:3 method="wB97M-V/def2-TZVPD" fmax_ha_per_bohr=0.0376 relative_energy_ev=4.827 spin_multiplicity=1 smiles="CC[C@@H](C)C1=C[C@@]1(C)[N+](=O)[O-]" orbital_gap_ev=10.708
C -2.41 -1.67 -0.13
C -1.01 -1.10 0.09
C -0.98 0.43 0.12
C -1.68 1.01 1.36
C 0.41 0.91 0.10
C 1.37 1.73 0.41
C 1.79 0.51 -0.36
C 2.24 0.53 -1.80
N 2.42 -0.54 0.43
O 3.22 -1.26 -0.12
O 2.09 -0.63 1.59
H -3.06 -1.43 0.71
H -2.85 -1.26 -1.04
H -2.36 -2.75 -0.22
H -0.37 -1.44 -0.73
H -0.59 -1.49 1.02
H -1.48 0.81 -0.78
H -1.22 0.62 2.26
H -1.60 2.09 1.37
H -2.73 0.74 1.36
H 1.75 2.61 0.86
H 2.06 -0.44 -2.27
H 3.30 0.74 -1.87
H 1.69 1.30 -2.34



12
Properties=species:S:1:pos:R:3 method="wB97M-V/def2-TZVPD" fmax_ha_per_bohr=0.0316 relative_energy_ev=1.568 spin_multiplicity=1 smiles="NC=O.C=C" orbital_gap_ev=10.953
N 2.41 -0.53 -0.40
C 1.37 0.04 0.25
O 1.33 1.15 0.73
H 3.17 0.09 -0.63
H 2.54 -1.51 -0.55
H 0.55 -0.68 0.39
C -2.20 -0.33 0.28
C -1.58 0.76 -0.13
H -2.80 -0.37 1.16
H -2.16 -1.22 -0.33
H -1.69 1.77 0.27
H -0.96 0.81 -1.02



19
Properties=species:S:1:pos:R:3 method="wB97M-V/def2-TZVPD" fmax_ha_per_bohr=0.0501 relative_energy_ev=2.159 spin_multiplicity=1 orbital_gap_ev="8.167 / 8.173"
C 0.09 -0.08 1.55
C 0.51 -2.34 0.71
C -0.03 0.48 0.31
C 0.90 -1.27 1.78
C 0.80 0.04 -0.76
C -1.12 1.47 0.00
C 0.52 0.28 -2.20
N 0.33 -2.17 -0.48
F 2.11 -0.14 -0.50
H -0.61 0.22 2.32
H 0.42 -3.32 1.17
H 1.97 -1.11 1.59
H 0.77 -1.67 2.78
H -1.71 1.67 0.89
H -1.79 1.07 -0.77
H -0.70 2.40 -0.37
H -0.52 0.06 -2.42
H 1.15 -0.36 -2.79
H 0.73 1.32 -2.46



96
Properties=species:S:1:pos:R:3 method="wB97M-V/def2-TZVPD" s_squared=0.7785 total_charge=-1 fmax_ha_per_bohr=0.0315 relative_energy_ev=0.304 spin_multiplicity=2 orbital_gap_ev="4.761 / 8.093"
Ba -0.08 -0.07 0.47
C 0.95 -1.93 4.67
C -0.51 -1.67 4.31
C -1.44 -2.51 5.19
C -0.83 -0.20 4.40
C -1.17 0.57 5.52
C -1.29 1.85 5.03
N -1.03 1.83 3.71
N -0.75 0.56 3.32
B -1.07 3.07 2.79
N 0.29 3.43 2.13
C 0.96 4.56 2.40
C 2.00 4.67 1.52
C 1.90 3.53 0.71
N 0.86 2.78 1.08
C 2.71 3.16 -0.50
C 4.03 3.91 -0.56
C 1.89 3.39 -1.78
N -2.18 2.99 1.71
C -3.22 3.84 1.65
C -3.91 3.62 0.48
C -3.20 2.58 -0.14
N -2.16 2.20 0.60
C -3.42 1.97 -1.49
C -2.41 2.55 -2.49
C -4.85 2.15 -1.98
H 1.21 -2.98 4.50
H 1.13 -1.69 5.72
H 1.62 -1.33 4.05
H -0.67 -1.98 3.27
H -1.26 -2.30 6.25
H -1.26 -3.57 5.03
H -2.49 -2.30 4.98
H -1.31 0.24 6.54
H -1.54 2.77 5.52
H -1.36 4.00 3.50
H 0.63 5.21 3.20
H 2.73 5.47 1.46
H 2.92 2.10 -0.44
H 3.87 4.99 -0.67
H 4.61 3.57 -1.43
H 4.63 3.75 0.34
H 1.62 4.44 -1.87
H 0.96 2.81 -1.75
H 2.45 3.09 -2.66
H -3.39 4.55 2.45
H -4.79 4.13 0.13
H -3.23 0.90 -1.40
H -2.54 3.63 -2.57
H -2.54 2.10 -3.48
H -1.39 2.36 -2.17
H -5.08 3.21 -2.14
H -5.57 1.75 -1.27
H -4.99 1.65 -2.94
C -0.18 -6.96 2.24
C -0.81 -5.63 1.90
O 0.22 -4.63 1.90
P 0.19 -3.47 0.78
S 1.77 -2.36 1.18
S -1.63 -2.72 0.66
O 0.40 -4.28 -0.58
C 1.67 -4.89 -0.85
C 1.45 -5.95 -1.90
H -0.94 -7.73 2.29
H 0.33 -6.91 3.20
H 0.55 -7.24 1.48
H -1.56 -5.34 2.64
H -1.30 -5.66 0.93
H 2.09 -5.31 0.06
H 2.35 -4.11 -1.21
H 0.76 -6.71 -1.53
H 2.40 -6.43 -2.15
H 1.03 -5.51 -2.81
S 1.93 1.02 -7.40
N 0.50 0.62 -6.72
C 0.73 0.39 -5.45
C -0.24 -0.03 -4.46
C -1.53 -0.40 -4.79
C -2.40 -0.86 -3.81
C -1.95 -0.86 -2.49
N -0.74 -0.49 -2.11
C 0.18 -0.13 -3.09
C 1.53 0.05 -2.73
N 1.89 -0.10 -1.40
C 3.17 -0.14 -1.09
C 4.21 0.01 -2.01
C 3.86 0.28 -3.34
C 2.54 0.31 -3.71
C 2.12 0.55 -5.08
N 2.89 0.90 -6.08
H -1.83 -0.35 -5.83
H -3.40 -1.20 -4.04
H -2.61 -1.20 -1.70
H 3.41 -0.29 -0.04
H 5.24 -0.04 -1.69
H 4.62 0.45 -4.09